ORCA calculation (ωB97M-V/def2-TZVPD) on a molecular structure, C50H53BrGdN4O5S2Sb.

```
117
Properties=species:S:1:pos:R:3:forces:R:3
C -3.10030 2.70760 2.19400 0.0 -0.2 -0.1
C 3.61410 0.90650 5.68670 -0.2 -0.2 0.0
C -0.69830 -1.97280 3.20530 0.1 0.2 0.2
H 2.09690 7.62790 1.77110 -0.1 0.1 -0.1
H -1.29840 -2.82290 3.54390 0.0 0.0 -0.1
C 6.23780 0.79540 0.52220 0.0 0.1 0.1
H -9.07190 -1.17270 -1.18420 -0.1 0.0 0.0
H -6.85800 -3.65870 -3.87880 0.0 -0.1 -0.1
C 1.96110 6.59350 2.04640 0.0 0.0 0.0
H -1.43530 3.63360 0.00290 0.1 -0.1 0.0
C 5.02690 1.46460 0.50670 0.1 0.0 0.0
H 3.02170 -3.61580 -0.20270 0.0 0.1 0.0
C 2.76690 -2.80420 0.48670 0.4 0.1 0.0
C 0.20350 1.73360 6.29330 0.3 0.2 0.1
Sb 1.65260 1.92410 3.53850 0.0 0.6 0.7
C -0.32300 2.71500 -3.52670 0.5 -0.4 0.2
H 0.16700 3.20340 -4.34370 0.2 0.1 -0.2
C -0.84660 -3.00790 1.07520 0.1 -0.2 -0.2
C 4.21340 -0.02690 -1.19810 -0.1 0.1 0.0
C -1.63130 2.89370 -3.11980 -0.1 -0.1 0.2
S 1.74360 0.21680 1.99180 0.2 0.2 0.3
H -2.88590 0.84720 7.34080 -0.1 0.0 0.1
N -4.68430 -1.10630 -0.69240 0.2 0.4 0.5
H -1.98480 -4.13530 -3.99600 0.1 -0.1 -0.1
C -5.65250 -2.60520 -2.47970 -0.1 0.1 0.1
C 4.36580 2.89910 4.55950 -0.1 0.2 -0.2
H 7.03150 1.12270 1.17590 0.1 0.0 0.1
C 2.37290 4.26560 1.63070 0.1 -0.2 -0.1
H 0.35060 -2.13090 3.47360 -0.1 0.0 -0.1
H -1.05320 -1.07090 3.70400 0.1 -0.2 -0.1
C 0.58130 -3.53610 0.90020 -0.6 0.1 0.2
C -1.99090 -3.31300 -3.28880 0.4 0.0 0.4
O -1.07740 1.90890 1.11900 -0.7 -0.4 0.1
C -4.45560 2.55860 2.44270 -0.2 0.1 0.1
H -4.72480 -3.01790 -2.84170 0.1 0.0 0.0
H 4.86060 0.21340 7.27930 0.0 -0.1 0.0
H -2.36360 3.54250 -3.55360 -0.2 0.2 -0.1
H -0.68650 1.51090 8.22370 0.0 0.0 0.1
C -5.68610 -1.68980 -1.42840 -0.9 0.0 0.0
H -1.46990 -3.76050 1.57840 0.1 0.1 -0.2
H 2.17050 1.43140 -3.53710 0.0 -0.1 0.1
C 1.69070 3.95020 2.79500 -0.1 -0.8 0.3
O -0.86620 -1.78460 1.79960 0.0 -0.2 0.0
H -6.23960 1.50470 1.97710 -0.2 0.0 0.0
H 0.83270 7.05010 3.81400 0.0 0.0 0.0
C -5.27590 -0.27510 0.14970 -0.2 -0.3 -0.2
C -6.93030 -1.18970 -0.97540 0.5 -0.6 -0.6
H 0.28340 -3.30570 -4.91400 0.0 -0.1 0.0
H -3.21070 -0.76950 -0.36620 0.4 -0.2 -0.3
H -2.30390 -2.39200 -3.76900 0.1 0.2 0.0
N -0.71030 1.35110 -1.73260 0.5 -0.1 -0.2
H 6.52280 2.01170 6.99890 0.1 0.0 0.1
N -6.63000 -0.31050 0.03220 0.2 0.2 0.2
H -1.27990 -2.76320 0.09640 0.0 -0.3 0.3
H -2.65890 -3.55160 -2.46300 0.1 0.0 0.1
H 3.01840 -3.12220 1.50350 -0.1 0.1 0.0
H -8.98870 -2.76460 -3.08560 -0.1 0.0 0.0
C 5.47930 2.93780 5.38060 0.1 0.1 0.0
H 7.38130 -0.81420 -0.31090 0.1 0.0 0.0
O -0.44860 -1.83800 -1.75730 -0.1 0.4 0.1
H 1.15910 2.05180 6.68620 0.1 0.0 0.1
N 1.84730 0.16160 -1.92130 -0.2 0.4 -0.2
H 0.58760 -4.39140 0.21040 0.0 0.1 0.1
C 1.49430 1.11930 -2.73400 0.1 -0.4 0.2
C 2.50490 5.59320 1.25480 0.0 0.0 0.0
C -1.22840 1.25010 4.43060 0.0 0.1 -0.3
C 1.12770 4.94410 3.57910 -0.1 -0.1 0.2
C -2.44360 1.79230 1.38290 0.0 -0.2 -0.1
H 3.03950 5.85120 0.35310 0.1 0.0 -0.1
H 2.79740 3.47990 1.01870 0.1 0.0 -0.1
C -6.85380 -2.96810 -3.04950 0.1 0.0 -0.1
C 5.65850 1.97140 6.35560 0.0 0.0 0.0
H -3.24870 0.71550 4.89880 -0.1 0.0 -0.1
H 5.58920 -1.54510 -1.82700 0.0 -0.1 -0.1
C -2.28000 0.98700 5.29360 0.0 0.0 -0.1
C -8.07630 -2.45680 -2.59850 0.0 0.0 0.1
H 1.53900 -2.48200 -3.96740 0.1 0.0 0.0
C -5.17680 1.56080 1.81680 0.3 0.1 0.0
C 4.02150 1.05920 -0.35580 -0.1 0.0 -0.2
H 4.21930 3.66730 3.80970 0.0 0.0 0.0
C 3.43580 1.88450 4.72080 -0.7 0.0 -0.4
C -2.07950 1.06780 6.66100 0.1 0.1 0.0
C -1.82210 2.04120 -2.03350 -0.2 0.0 0.1
C 1.26300 6.27120 3.19990 0.0 0.1 0.1
Gd 0.12660 -0.21590 -0.15450 -0.8 0.0 -0.5
C 0.47210 -2.55940 -4.14730 0.0 -0.1 0.5
O 1.38370 -2.47840 0.38950 -0.1 -0.1 0.1
H 0.59190 4.68370 4.48420 0.0 0.1 0.1
H 2.88110 0.11660 5.80260 0.0 0.0 0.1
C -0.84180 1.44370 7.15760 0.0 0.0 0.1
C 4.72880 0.95570 6.50720 0.0 -0.1 0.1
C 0.00920 1.62580 4.92520 0.6 0.1 -0.6
H 4.87380 2.30940 1.16480 0.0 0.1 0.0
S -0.31770 -3.08640 -2.59500 -0.5 -0.1 -1.2
C -4.53320 0.65630 0.97300 0.5 0.2 0.3
H 0.07110 -1.59090 -4.43060 -0.2 0.1 0.0
H 6.19310 3.73890 5.27530 0.1 0.1 -0.1
C -8.13640 -1.56890 -1.54590 0.0 0.0 0.0
C -0.70100 3.23200 0.70370 0.2 0.4 -0.2
H 0.97740 -3.86780 1.86940 0.0 0.1 -0.2
H -2.73490 1.91500 -1.47470 -0.1 -0.1 0.1
H -7.30830 0.24380 0.52610 0.1 0.1 0.1
Br -5.33070 3.75270 3.63350 0.2 -0.2 -0.2
C 6.43820 -0.28840 -0.31860 0.0 -0.1 0.0
H 0.26590 3.13550 0.20500 -0.1 0.1 0.1
H -1.36830 1.16590 3.36450 0.0 -0.1 0.0
H 3.34210 -1.91020 0.24820 0.0 -0.1 0.0
O -2.45710 -0.22480 0.09820 -0.3 0.4 -0.1
C -3.13280 0.71230 0.81430 0.1 0.3 0.3
H 3.02500 -1.54530 -2.14090 0.1 0.2 -0.1
C 0.23750 1.75040 -2.66860 -0.4 0.3 0.0
H 3.48930 -0.17900 -3.18940 -0.2 -0.2 0.1
C 3.13950 -0.45170 -2.18010 0.2 0.0 0.1
C 5.42900 -0.70280 -1.16870 -0.1 0.1 0.0
H 3.07470 1.59060 -0.39080 0.2 0.0 0.1
H -0.60250 3.90310 1.56090 0.0 -0.2 -0.1
H -2.56370 3.52650 2.64430 0.1 0.1 0.1
```
Forces are in eV/Å.

Computed properties:
<S²> ... 15.89
E_HOMO (alpha / beta) ... -0.44597 / -0.44644 hartree
Total charge ... +2
E ... -6908.22533 a.u.
Multiplicity ... 8
Gap between HOMO and LUMO (alpha / beta) ... 5.61 / 7.89 eV
Maximum force ... 1.28 eV Å⁻¹



ORCA calculation (ωB97M-V/def2-TZVPD) on 10 unconnected molecules or ions with the total composition C50H53F3N12.

```
118
Properties=species:S:1:pos:R:3:forces:R:3
H -5.28104 1.26972 1.96493 0.0 0.0 0.0
N -3.54637 1.75347 -7.41355 0.0 -0.1 0.0
C 0.54265 -0.82554 -0.66079 0.2 -0.7 0.2
H -0.16864 1.50312 -4.25228 0.2 0.1 -0.2
H -5.09037 3.27032 -1.70833 0.0 0.0 0.0
H 2.90130 -5.04346 9.26292 0.0 0.0 0.0
H 1.47072 4.84666 -6.20469 0.0 0.0 0.0
H -5.03947 0.69674 -10.10637 0.0 0.0 0.0
F -1.26241 0.23873 -3.24033 -0.3 0.2 0.8
H 0.31079 -7.31546 4.91439 0.0 0.0 0.0
H 9.26567 2.16181 3.44175 0.0 0.0 0.0
N 2.69522 -3.74312 6.28655 0.1 0.0 0.0
C 2.63132 -2.20708 1.92190 -1.0 0.0 1.3
H 6.01443 -2.41878 1.97131 -0.4 0.0 -0.4
H 5.92636 -0.32069 2.96196 0.0 0.1 0.0
C -6.46243 3.51380 0.04535 -0.1 0.0 0.0
C -4.49199 0.82338 -9.18642 0.0 0.1 0.0
H 5.50687 -2.20773 -0.43244 -0.5 0.0 0.2
N 0.61356 3.36494 -4.93139 0.1 -0.1 -0.1
N -5.48934 1.90957 1.22047 0.0 0.1 -0.1
H 0.60169 -4.08065 0.35953 -0.4 0.3 -0.4
N -3.84289 4.20323 -4.67531 0.0 0.1 0.0
C 7.55778 0.82262 3.66822 -0.1 0.0 0.0
H 0.74393 -0.67006 5.46692 0.0 0.0 0.0
N 1.74517 4.33839 2.07856 -0.1 0.0 0.0
C -5.39546 2.97049 -0.71905 0.0 -0.1 0.0
N 1.26139 -5.03740 2.78900 0.0 0.0 0.2
H -7.12981 4.30820 -0.24667 0.0 0.0 0.0
H -4.52201 6.82683 -6.47909 0.0 0.0 0.0
F -2.41986 0.86481 -1.51794 0.9 0.4 0.1
C -1.56918 -1.96899 -1.25486 0.6 0.9 -0.2
N -0.80679 -1.71609 4.44198 0.1 0.1 0.0
H 1.85889 -5.62625 6.82992 0.0 0.0 0.0
C -1.19069 0.48662 -1.88614 0.3 -1.7 -1.2
H -3.24651 2.44395 -6.74499 0.0 0.1 -0.1
C -4.27614 2.01261 -8.53944 0.0 0.1 0.0
H 0.21705 1.61707 3.01016 0.0 0.0 0.0
H 1.17686 0.06866 -0.65827 -0.3 -0.4 0.0
H 6.47954 0.40064 0.63049 0.0 0.0 0.0
N -1.79162 -4.33849 -0.66352 -0.8 1.1 -0.7
H 0.51581 3.90412 -4.08992 0.0 0.0 0.0
H -4.45974 -3.00049 -2.28173 0.5 0.0 0.1
H -4.04554 3.46479 -4.02504 0.0 0.0 0.0
H 4.02502 -2.40214 3.62243 -0.1 0.1 -0.4
N 6.69408 0.28921 2.74946 0.2 0.0 0.0
C -3.28541 0.41381 -7.33547 0.0 0.0 0.1
C -2.75436 5.50292 -6.10274 0.0 0.0 0.0
H -3.98314 1.33611 -0.16904 0.0 0.0 0.0
H 2.41570 -3.71213 5.32167 0.0 -0.1 0.0
C 8.45887 1.60392 2.99517 0.0 0.0 0.1
C 2.41599 -4.76329 7.15413 -0.1 -0.1 0.0
C 0.21883 -3.15315 -0.08605 0.4 -0.2 0.3
H -5.74202 5.17068 -4.71451 0.0 0.0 0.0
C 0.66327 2.44983 2.49003 0.0 -0.1 0.1
C -3.86250 -0.19329 -8.42079 0.0 -0.1 0.0
C -4.73132 5.15828 -5.08708 0.0 -0.1 0.0
H -3.83512 -1.24814 -8.64171 0.0 0.0 0.0
C 1.12594 3.83004 -6.11318 0.0 0.1 0.0
C 1.54770 -6.13132 3.55949 0.1 0.0 0.0
C -4.81279 1.98558 0.03394 0.0 -0.1 0.1
H 1.54414 3.71075 4.10712 0.0 0.0 0.0
H -2.66746 -2.13080 3.48662 0.0 0.0 0.0
H -3.59825 -5.10600 -1.31058 0.3 0.4 0.1
N -2.78482 -1.85982 -1.87227 0.1 -1.4 0.7
C -0.61098 -5.57394 3.84939 0.0 0.1 0.0
H 1.74298 -2.18264 2.57327 0.4 0.1 -0.4
H -3.18596 0.47129 4.04718 0.0 0.0 0.0
H 2.53697 -6.55860 3.56503 0.0 0.0 0.0
H -4.57883 3.01775 -8.78180 0.0 0.0 0.0
C -1.13725 0.41459 4.94955 0.0 0.0 0.1
C 1.03309 -2.05075 -0.06325 -0.4 0.5 -0.3
C 1.34537 3.84760 0.86594 0.1 0.0 0.0
C 0.67378 2.67389 1.08735 0.1 0.1 0.0
H 2.26318 5.18673 2.21748 0.0 0.0 0.0
H 3.73815 -1.88461 6.42039 0.0 0.0 0.1
C 3.41506 -2.77443 6.93617 0.0 0.1 -0.1
H -0.37108 -2.61924 4.35574 -0.1 0.0 0.1
N 3.45579 -2.11489 -0.31032 -0.2 0.0 0.7
C -0.24277 -0.61954 5.03602 0.1 0.0 0.0
C 4.97863 -2.33760 1.62223 -1.5 0.1 0.9
C 0.40605 -6.48951 4.22842 0.1 0.0 0.0
C 2.95484 -4.44052 8.37130 0.0 0.0 0.0
C -2.05542 -1.39593 3.98389 0.0 -0.1 -0.1
H 8.63557 2.03307 0.80362 0.0 0.0 0.0
H 1.91485 -4.56335 2.18877 0.0 0.0 0.0
H 0.35823 0.70003 -6.78607 0.0 0.0 0.0
H 0.23839 2.04735 0.33118 0.0 0.1 0.0
C -3.45573 -2.99144 -1.83507 -0.2 -0.1 -0.1
H -1.63412 -5.56487 4.18890 0.0 0.0 0.0
H -7.13995 2.94184 2.09253 0.0 0.0 0.0
C 1.32940 3.49481 3.07370 0.1 0.0 0.0
C -4.08679 5.97890 -5.97584 -0.1 0.0 0.0
C 4.64954 -2.21497 0.26158 1.9 -0.1 -0.4
H 1.57378 4.37370 -0.04608 0.0 0.0 0.0
H -2.71418 0.00918 -6.51601 0.0 0.0 0.0
H -0.47300 -3.84348 2.44384 -0.1 -0.1 -0.1
C -2.96057 -4.21334 -1.25575 -0.2 -0.2 0.0
C -2.28884 -0.07846 4.28136 0.0 0.0 -0.1
H -1.79617 3.76059 -5.08749 0.0 0.0 -0.1
C -0.05226 -4.68853 2.96448 0.0 0.1 0.0
C -2.63306 4.40927 -5.28603 0.0 -0.1 0.1
H 4.11362 -2.62859 8.99802 0.0 0.0 0.0
C 1.08702 2.80554 -7.02157 0.0 0.1 0.0
H 7.45540 0.60115 4.71758 0.0 0.0 0.0
C -6.49312 2.84064 1.23714 0.0 -0.1 0.1
C 2.41927 -2.12882 0.53863 0.2 0.1 0.2
H -1.97426 5.91612 -6.72126 0.0 0.0 0.0
H 1.41878 2.85928 -8.04563 0.0 0.0 0.0
C -1.09306 -3.16270 -0.67194 1.1 0.1 0.4
C 0.25335 2.05075 -5.07424 0.0 0.1 0.1
F -0.28888 1.47876 -1.74783 -0.9 0.0 0.1
C 3.58908 -3.17737 8.23298 0.0 0.1 0.0
C 3.89067 -2.31475 2.54122 0.5 -0.1 -2.2
H -0.98408 1.41351 5.32466 0.0 0.0 0.0
C 8.12931 1.53659 1.61525 0.0 0.0 -0.1
C 0.53209 1.67599 -6.36250 0.0 0.0 0.0
C 7.03925 0.71606 1.49563 -0.1 0.0 0.0
C -0.70539 -0.80576 -1.22705 -0.1 0.4 0.4
```
Forces are in eV/Å.

Computed properties:
E_HOMO ... -0.28710 hartree
SMILES string ... FC(F)(F)c1cc(-c2ccccn2)cc2nccnc12.c1cc[nH]c1.c1cc[nH]c1.c1cc[nH]c1.c1cc[nH]c1.c1cc[nH]c1.c1cc[nH]c1.c1cc[nH]c1.c1cc[nH]c1.c1cc[nH]c1
Total charge ... 0
E ... -2893.69349 a.u.
Gap between HOMO and LUMO ... 6.77 eV
Maximum force ... 2.28 eV Å⁻¹



Q: Which of these has the lowest maximum force?
A: C50H53BrGdN4O5S2Sb



Q: Which formula does entry 1 have?
A: C50H53BrGdN4O5S2Sb



Q: The highest total charge belongs to which entry?
A: C50H53BrGdN4O5S2Sb



Q: Number 2 is which compound?
A: C50H53F3N12